16
Properties=species:S:1:pos:R:3 method="wB97M-V/def2-TZVPD" e_lumo_ha=0.031 relative_energy_kcal_mol=40.3 multiplicity=1 orbital_gap_ha=0.3258
C 0.1556 -0.9447 0.2482
C -0.9203 -0.2938 -0.5089
C 0.9641 0.0650 0.7565
C -1.9344 -1.2831 -0.9662
N -0.9839 1.0060 -0.5337
N 0.6045 1.2521 0.3306
N 2.0808 0.0173 1.5582
P 1.3632 2.7585 0.1382
H 0.4323 -1.9423 0.4762
H -2.1340 -2.0982 -0.2315
H -2.7706 -0.7516 -1.1414
H -1.6203 -1.5765 -1.8783
H 2.4290 -0.9248 1.5745
H 2.4396 0.6560 2.2071
H 0.0943 3.6055 -0.0321
H 1.5570 2.7962 -1.1529

14
Properties=species:S:1:pos:R:3 method="wB97M-V/def2-TZVPD" e_lumo_ha="-0.015 / -0.015" relative_energy_kcal_mol=72.3 multiplicity=1 orbital_gap_ha="0.2824 / 0.2824"
C 0.1609 -1.4484 0.4172
C 0.7474 -0.0131 0.2580
C 0.4976 0.3810 -1.2135
C -0.9845 0.6637 -1.2888
C -1.2744 1.1168 0.0689
C -0.2615 0.8559 0.9306
H -0.3668 -1.5700 1.3684
H 0.9008 -2.2448 0.3178
H 1.7728 0.0643 0.6396
H 0.8854 -0.3400 -1.9406
H 0.9500 1.3592 -1.4481
H -0.5954 -1.5673 -0.3675
H -2.2370 1.5191 0.3707
H -0.2174 1.1026 1.9916

14
Properties=species:S:1:pos:R:3 method="wB97M-V/def2-TZVPD" e_lumo_ha=0.023 relative_energy_kcal_mol=34.5 multiplicity=1 orbital_gap_ha=0.3634
C -1.0066 -0.6983 -0.8706
C 0.0138 -0.0562 -0.2441
C -2.0975 -0.2794 0.0362
C -1.0445 0.5823 0.7467
O 2.8097 -0.0654 0.7410
Si 1.9132 0.2432 -0.5298
H -1.1013 -1.0727 -1.8716
H -3.0078 0.1137 -0.3453
H -2.3024 -1.0701 0.7552
H -0.9584 0.3038 1.8623
H -1.0689 1.7059 0.8593
H 3.1242 -0.6660 1.4790
H 2.5741 -0.7255 -1.5851
H 2.1526 1.6847 -1.0333

16
Properties=species:S:1:pos:R:3 method="wB97M-V/def2-TZVPD" e_lumo_ha="-0.148 / -0.146" relative_energy_kcal_mol=82.9 multiplicity=1 total_charge=+1 orbital_gap_ha="0.2670 / 0.2726"
C -1.0620 0.7116 0.1821
C 0.8805 -0.2525 -0.9013
C -0.3666 -0.6219 -0.1603
N -0.4816 1.2356 1.4330
N 0.9353 -0.2019 -2.2201
N -0.0504 -1.2237 1.1380
H -1.1542 1.4392 -0.6098
H 1.6726 0.2360 -0.3518
H -1.0142 -1.2356 -0.7967
H -1.2218 1.5772 2.0493
H 0.2308 1.9697 1.3495
H 1.6469 0.3252 -2.7029
H 0.2300 -0.6573 -2.7811
H 0.6988 -1.9025 1.0686
H -0.8680 -1.7005 1.5051
H -0.0762 0.3014 1.7983

23
Properties=species:S:1:pos:R:3 method="wB97M-V/def2-TZVPD" e_lumo_ha=-0.121 relative_energy_kcal_mol=74.0 multiplicity=1 total_charge=+1 orbital_gap_ha=0.3598
C -0.4733 1.1525 0.7419
N 0.0333 -0.2371 0.7274
C 1.2898 -0.4748 0.0735
C 2.0365 -1.7519 0.5577
O 3.2058 -1.5546 1.2880
C -0.8786 1.5072 -0.7412
N -1.8056 0.4904 -1.3621
C -3.2254 0.7740 -1.1635
H -1.3723 1.3772 1.4509
H 0.2865 1.8732 1.1774
H 0.0807 -0.5427 1.6531
H 1.2813 -0.4877 -1.0224
H 2.0228 0.4177 0.1066
H 1.4326 -2.4797 1.0572
H 2.4917 -2.2117 -0.4109
H 3.2558 -1.1030 2.0633
H 0.0733 1.6910 -1.3035
H -1.3406 2.5345 -0.5998
H -1.8083 0.4266 -2.4113
H -1.3815 -0.4742 -1.0582
H -3.4690 1.3645 -2.0443
H -3.4600 1.1507 -0.1770
H -3.8271 -0.1151 -1.1531

15
Properties=species:S:1:pos:R:3 method="wB97M-V/def2-TZVPD" e_lumo_ha=0.141 relative_energy_kcal_mol=54.8 multiplicity=1 total_charge=-1 orbital_gap_ha=0.2277
C -0.2706 0.5155 0.4835
C 0.1422 -0.7071 -0.3102
C 0.8418 -0.4046 -1.6419
O 0.2664 0.6993 -2.3009
C -0.6875 0.1877 1.9883
O -1.5233 1.0767 2.5041
H -1.2227 0.9524 0.1508
H 0.4958 1.3076 0.4061
H 0.8037 -1.3339 0.2971
H -0.7196 -1.3318 -0.5322
H 1.9070 -0.2383 -1.4918
H 0.7301 -1.2184 -2.3645
H 0.0762 1.3403 -1.5965
H 0.2793 0.0053 2.5370
H -1.1188 -0.8508 1.8712

35
Properties=species:S:1:pos:R:3 method="wB97M-V/def2-TZVPD" e_lumo_ha=0.010 relative_energy_kcal_mol=200.2 multiplicity=1 orbital_gap_ha=0.3534
C -2.4483 -1.3829 1.6207
C -0.9229 -1.4818 1.7317
C -3.2158 -2.1379 2.7617
C -0.5729 -0.0105 -0.2263
C -0.9298 -1.0614 -1.2338
C 0.3697 0.9962 -0.8927
C 1.8340 0.5550 -0.9514
C 2.9298 1.5082 -1.4862
C 3.1265 2.9656 -0.8978
H -2.5637 -2.7020 -0.3506
H -4.1366 -1.4340 0.7007
H -2.5445 -0.1802 1.8753
H -2.8257 -1.7248 3.6797
H -4.2548 -2.1192 2.6013
H -1.6909 -3.1832 2.3789
H 0.8022 -0.1282 1.6750
H -1.4617 0.5287 -0.0710
H 0.1202 1.3562 -1.8347
H -0.0047 2.0328 -0.3163
H 2.0335 -0.2822 -1.6304
H 2.2377 0.4234 0.1577
H 3.8424 0.6466 -1.6595
H 2.6267 1.7514 -2.6417
H 2.1564 3.4847 -0.5569
H 3.5725 2.8080 0.2091
H 3.5503 3.8467 -2.8507
H 3.8945 4.7293 -1.3106
H -1.0330 -2.6013 -1.8231
N -2.9356 -1.6044 0.1282
N -0.1782 -0.3530 1.2314
N 3.8665 3.6747 -1.8090
O -0.4176 -2.2665 2.5238
O -2.6590 -3.3960 2.6152
O -1.7340 -0.9312 -2.1983
O -0.4330 -2.3269 -1.1494

69
Properties=species:S:1:pos:R:3 method="wB97M-V/def2-TZVPD" e_lumo_ha=-0.177 multiplicity=1 total_charge=+1 orbital_gap_ha=0.2205
C 3.0312 -1.6006 2.5747
C 3.4794 -0.2829 1.7044
C 2.3981 0.9622 1.7419
C 1.7948 1.2999 3.2273
C 0.4036 2.2282 3.1853
C -0.9235 1.4094 3.6780
C -1.9648 0.9460 2.5094
C -1.3571 0.7492 1.0185
C -1.3536 2.1201 0.0572
C -1.8785 3.6107 0.6093
C -3.4660 3.8502 0.2444
O -4.0914 3.1926 -0.7418
F -4.2175 4.8570 1.0703
C -0.8308 2.1360 -1.4968
C -0.2751 0.7526 -2.1896
N 0.1321 0.8767 -3.6457
C 1.0277 1.8980 -3.8491
C 2.3489 2.2280 -2.9361
C 0.7609 2.8515 -5.1839
C -0.2156 -0.6203 -1.2734
C 0.3712 -2.0294 -1.9078
C 0.9822 -2.2083 -3.4383
Br 2.7480 -1.3666 -3.9921
C 0.2402 -3.0198 -4.4414
C 0.7505 -3.3043 -5.9862
Br -1.5218 -3.8857 -3.9278
N 0.3985 -3.3297 -1.0856
C -0.0721 -3.3278 0.3460
C -0.6502 -1.9842 1.1611
C -1.0332 -2.2752 2.7190
C -2.5402 -2.9699 2.9286
C -3.7018 -2.3414 1.9681
Cl -4.5202 -3.7463 1.0399
C -0.7521 -0.5968 0.3157
H 1.8991 -1.8867 2.3892
H 3.7526 -2.5227 2.3735
H 3.0889 -1.2787 3.7188
H 4.5096 0.0997 2.1496
H 3.6076 -0.6431 0.5887
H 1.5462 0.8648 0.9114
H 3.0162 1.9287 1.4108
H 2.6312 1.9441 3.7857
H 1.5899 0.3731 3.9101
H 0.5970 3.0647 4.0173
H 0.2954 2.8157 2.1803
H -0.5517 0.5509 4.3936
H -1.5274 2.1592 4.3855
H -2.5632 0.0082 2.9431
H -2.8075 1.7934 2.4689
H -1.2205 4.4260 0.0577
H -1.6735 3.7068 1.7731
H -0.8550 3.1433 -2.1374
H 2.2229 2.0148 -1.7890
H 3.2317 1.5441 -3.3471
H 2.6547 3.3585 -3.1569
H 1.7483 2.9506 -5.8410
H -0.0172 2.2882 -5.8661
H 0.3483 3.9298 -4.8970
H 0.4884 -4.4282 -6.2583
H 0.2021 -2.6425 -6.7956
H 1.9093 -3.1981 -6.1310
H 0.7553 -4.2340 -1.5085
H -0.0103 -4.3796 0.9096
H -0.2859 -3.1344 3.0853
H -0.8478 -1.3938 3.4677
H -2.5113 -4.1498 2.7524
H -2.8047 -2.7970 4.0624
H -3.3770 -1.4448 1.2926
H -4.5438 -1.9104 2.6970